{
  "formula": "C3H6F2N2",
  "method": "ωB97M-V/def2-TZVPD",
  "homo_lumo_gap_ha": 0.375,
  "e_above_lowest_kcal_mol": 33.8,
  "molar_mass_g_mol": 108.09,
  "multiplicity": 1,
  "charge": 0,
  "species": ["N", "C", "C", "N", "C", "F", "F", "H", "H", "H", "H", "H", "H"],
  "xyz": [[1.833, -0.866, -0.128], [0.449, -0.389, -0.362], [-0.681, -0.186, 0.660], [-2.066, -0.390, 0.284], [0.103, 0.947, 0.095], [-0.395, 1.860, -0.746], [1.025, 1.557, 0.831], [2.322, -0.795, -0.969], [2.336, -0.187, 0.491], [0.013, -0.737, -1.279], [-0.442, -0.394, 1.665], [-2.056, -0.930, -0.623], [-2.440, 0.507, 0.081]],
  "lowdin_charge": [0.07, -0.19, -0.20, 0.06, -0.53, 0.12, 0.12, 0.04, 0.09, 0.14, 0.13, 0.10, 0.06]
}